w.
{
  "formula": "C3H7N5O",
  "method": "ωB97M-V with the def2-TZVPD basis set",
  "smiles": "NC(=[NH2+])[C@]1(O)N=NC=[NH+]1",
  "total_charge": 2,
  "multiplicity": 1,
  "e_lumo_ev": -10.8,
  "homo_ev": -18.99,
  "homo_lumo_gap_ev": 8.168,
  "species": ["C", "C", "C", "N", "N", "N", "N", "N", "O", "H", "H", "H", "H", "H", "H", "H"],
  "xyz": [[-0.5014, 2.1894, 0.9785], [0.4266, -0.7465, -0.7647], [-0.2925, -0.1087, 0.4600], [-1.6756, 1.8291, 0.2704], [-1.7009, 0.6716, -0.1007], [0.2436, 1.1451, 1.1482], [0.5478, -0.1513, -1.9307], [0.7117, -2.0168, -0.6500], [-0.4948, -1.0623, 1.3423], [-0.3723, 3.2761, 1.4730], [1.1049, 1.0894, 1.7456], [0.2843, 0.8023, -2.3472], [0.9880, -0.7194, -2.6845], [0.4500, -2.6565, 0.1672], [1.1594, -2.5880, -1.3436], [-0.8788, -0.9534, 2.2363]],
  "mulliken_charge": [0.131, 0.442, 0.561, -0.126, -0.002, -0.029, -0.374, -0.317, -0.483, 0.414, 0.303, 0.285, 0.260, 0.296, 0.217, 0.422]
}

---

x.
{
  "formula": "C3H7N5O",
  "method": "ωB97M-V with the def2-TZVPD basis set",
  "total_charge": 2,
  "multiplicity": 1,
  "e_lumo_ev": -10.4,
  "homo_ev": -18.74,
  "homo_lumo_gap_ev": 8.347,
  "species": ["C", "C", "C", "N", "N", "N", "N", "N", "O", "H", "H", "H", "H", "H", "H", "H"],
  "xyz": [[-1.3889, 2.9381, -0.0368], [0.3213, -1.4041, -0.1205], [-0.0098, -0.2837, 0.7719], [-1.5603, 1.5531, 0.4436], [-0.8343, 0.6503, 0.4235], [-0.3665, 3.4532, 0.4472], [1.2698, -2.1595, 0.2548], [-0.2735, -1.5121, -1.2230], [0.5915, -0.2755, 1.9536], [-2.2258, 3.2484, -0.5476], [-0.1082, 4.3996, 0.2641], [1.5654, -2.6003, 1.1643], [1.3981, -2.9618, -0.4082], [-0.9797, -0.9315, -1.5710], [-0.0016, -2.2842, -1.9318], [0.1495, 0.4047, 2.5451]],
  "mulliken_charge": [0.092, 0.271, 0.718, -0.588, 0.585, -0.393, -0.318, -0.282, -0.387, 0.448, 0.303, 0.368, 0.276, 0.203, 0.300, 0.406]
}

---

Ranking the structures above from most stable to least stable yields w, x.